Entry from the OMol25 dataset: a structure of composition C21H26AuO4PS2 (wB97M-V/def2-TZVPD).

```
55
Properties=species:S:1:pos:R:3:nbo_charge:R:1
Au -2.133 -2.602 -0.522 1.127
C -2.074 -2.722 3.720 -0.619
C -1.486 -1.884 2.583 0.142
C -0.840 -0.598 3.082 -0.654
O -2.530 -1.596 1.653 -0.763
C -0.356 -2.774 1.905 0.774
O 0.660 -2.915 2.550 -0.618
O -0.614 -3.277 0.778 -0.787
H -2.744 -2.108 4.322 0.210
H -1.272 -3.108 4.343 0.239
H -2.643 -3.551 3.308 0.212
H -1.534 -0.036 3.704 0.205
H -0.551 0.017 2.229 0.240
H 0.054 -0.838 3.652 0.253
H -2.466 -0.664 1.402 0.522
C 0.148 -2.656 -4.328 -0.588
C -0.237 -2.340 -2.874 -0.311
C 0.988 -2.461 -1.976 -0.619
C -1.349 -3.260 -2.422 -0.339
H 0.953 -1.993 -4.640 0.243
H -0.697 -2.507 -4.995 0.207
H 0.485 -3.687 -4.419 0.201
H -0.597 -1.304 -2.859 0.260
H 1.457 -3.434 -2.096 0.200
H 0.711 -2.348 -0.934 0.231
H 1.718 -1.695 -2.221 0.236
H -0.995 -4.270 -2.242 0.220
H -2.172 -3.282 -3.132 0.201
O -3.733 -1.235 -2.525 -0.342
C -3.605 -1.838 -1.555 0.494
S 0.336 1.707 -2.965 -0.644
P 0.316 1.677 -0.973 1.161
S -1.008 0.295 -0.372 -0.781
C 1.982 1.415 -0.273 -0.305
C 2.289 0.286 0.470 -0.233
C 3.561 0.146 0.998 -0.200
C 4.517 1.125 0.775 -0.208
C 4.205 2.246 0.022 -0.200
C 2.938 2.398 -0.505 -0.216
C -0.263 3.238 -0.239 -0.307
C -0.327 3.298 1.149 -0.219
C -0.905 4.393 1.757 -0.206
C -1.404 5.429 0.983 -0.204
C -1.320 5.373 -0.398 -0.212
C -0.758 4.271 -1.018 -0.214
H 1.539 -0.474 0.640 0.236
H 3.795 -0.728 1.586 0.219
H 5.511 1.014 1.185 0.213
H 4.950 3.007 -0.151 0.213
H 2.681 3.271 -1.092 0.228
H 0.069 2.476 1.733 0.220
H -0.975 4.435 2.834 0.211
H -1.867 6.282 1.458 0.212
H -1.704 6.183 -0.998 0.213
H -0.705 4.202 -2.095 0.245
```

Properties
Calculated total energy, hartree: -2390.1365
LUMO energy (alpha / beta), eV: -3.417 / -3.796
Kohn-Sham gap (alpha / beta), Eh: 0.151 / 0.126
Energy above the lowest of the compared OMol25 structures with the same formula, charge and spin, eV: 2.5219